(1)
{"formula": "C13H21F5OP2RuS", "method": "wB97M-V/def2-TZVPD", "elements": ["Ru", "H", "H", "P", "P", "C", "H", "H", "H", "C", "H", "H", "H", "C", "H", "H", "H", "C", "H", "H", "H", "C", "H", "H", "H", "C", "H", "H", "H", "C", "O", "H", "F", "C", "C", "F", "C", "F", "C", "S", "C", "F", "C", "F"], "xyz": [[-0.456, 0.157, -0.722], [-3.093, -0.453, -2.104], [-2.798, 0.236, -1.970], [-0.063, -2.053, -1.251], [-0.317, 2.356, -1.413], [-0.577, 3.621, -0.122], [-0.600, 4.626, -0.568], [-1.547, 3.440, 0.357], [0.226, 3.522, 0.628], [1.281, 2.804, -2.179], [1.361, 2.290, -3.143], [1.331, 3.887, -2.352], [2.104, 2.484, -1.528], [-1.545, 2.824, -2.675], [-2.554, 2.613, -2.304], [-1.487, 3.887, -2.928], [-1.380, 2.241, -3.590], [1.545, -2.731, -1.801], [1.512, -3.826, -1.885], [1.800, -2.304, -2.778], [2.325, -2.444, -1.085], [-0.458, -3.114, 0.185], [-1.506, -2.980, 0.478], [-0.282, -4.172, -0.039], [0.168, -2.835, 1.040], [-1.211, -2.651, -2.528], [-1.028, -2.093, -3.453], [-1.081, -3.723, -2.723], [-2.241, -2.457, -2.211], [-1.808, -0.110, 0.484], [-2.641, -0.388, 1.252], [1.022, -0.173, -1.312], [1.050, -0.539, 6.437], [1.078, -0.396, 5.096], [0.500, 0.732, 4.508], [-0.119, 1.665, 5.267], [0.610, 0.911, 3.135], [0.117, 2.047, 2.575], [1.241, -0.041, 2.314], [1.452, 0.340, 0.609], [1.779, -1.191, 2.929], [2.396, -2.144, 2.173], [1.691, -1.375, 4.307], [2.204, -2.486, 4.888]], "gap_ev": [5.3061, 5.9836], "multiplicity": 6, "e_tot_ha": -2257.81008, "fmax_ev_per_a": 6.59, "charge": 1, "homo_energy_ev": [-8.11, -12.32]}



(2)
{"formula": "C13H21IIrN6O3SSbSe4", "method": "wB97M-V/def2-TZVPD", "elements": ["Ir", "O", "N", "C", "C", "N", "C", "N", "Se", "Sb", "Se", "Se", "Se", "C", "C", "C", "C", "O", "H", "H", "H", "H", "H", "H", "H", "H", "H", "S", "C", "N", "C", "C", "C", "N", "H", "H", "H", "H", "H", "H", "H", "H", "N", "C", "O", "C", "I", "H", "H", "H", "H"], "xyz": [[-0.067, 0.451, 0.584], [1.875, -0.806, -0.149], [2.864, -1.223, 0.527], [3.095, -0.864, 1.771], [2.159, 0.064, 2.338], [1.223, 0.723, 2.398], [4.198, -1.391, 2.536], [5.033, -1.762, 3.245], [-3.207, -1.239, 2.353], [-3.739, 0.068, 0.300], [-5.330, -1.161, -1.116], [-4.340, 2.329, 0.799], [-1.587, 0.153, -1.156], [-0.845, 3.844, 0.972], [-0.001, 3.411, -0.225], [-0.865, 3.402, -1.482], [1.173, 4.354, -0.415], [0.576, 2.114, 0.057], [-1.349, 4.788, 0.754], [-0.206, 3.970, 1.854], [-1.605, 3.086, 1.187], [-1.023, 4.432, -1.808], [-1.846, 2.948, -1.298], [-0.358, 2.856, -2.287], [0.813, 5.375, -0.565], [1.760, 4.054, -1.289], [1.825, 4.331, 0.465], [-2.005, 0.655, 2.710], [-1.346, 0.274, 4.281], [-0.511, 1.124, 4.854], [0.094, 0.916, 6.181], [0.108, -0.563, 6.512], [-1.279, -1.143, 6.289], [-1.734, -0.808, 4.933], [-0.214, 1.902, 4.297], [-0.476, 1.463, 6.931], [1.105, 1.317, 6.163], [0.402, -0.703, 7.549], [0.832, -1.083, 5.879], [-1.978, -0.744, 7.024], [-1.265, -2.225, 6.387], [-2.385, -1.410, 4.475], [-0.013, -2.799, -0.658], [-0.199, -2.669, 0.646], [-0.347, -1.566, 1.216], [-0.293, -3.968, 1.419], [0.598, -3.826, 3.343], [0.158, -1.988, -1.219], [0.124, -3.698, -1.078], [0.220, -4.770, 0.901], [-1.334, -4.218, 1.578]], "gap_ev": [4.4921, 4.3099], "multiplicity": 2, "e_tot_ha": -11708.04318, "fmax_ev_per_a": 4.40, "e_above_lowest_kj_mol": 167.25, "charge": 1, "homo_energy_ev": [-10.39, -10.30]}



(3)
{"formula": "C13H21IN2O4Si", "method": "wB97M-V/def2-TZVPD", "elements": ["C", "C", "O", "O", "C", "O", "C", "N", "C", "C", "C", "C", "O", "Si", "C", "C", "C", "C", "C", "N", "H", "H", "H", "H", "H", "H", "H", "H", "H", "H", "H", "H", "H", "H", "H", "H", "H", "H", "H", "H", "H", "I"], "xyz": [[-0.729, -4.217, 2.389], [-1.262, -4.694, 1.080], [-2.035, -5.567, 0.865], [-0.669, -4.008, -0.019], [-1.239, -2.838, -0.369], [-2.130, -2.327, 0.241], [-0.574, -2.291, -1.603], [0.741, -1.776, -1.309], [0.893, -0.847, -0.366], [2.108, -0.227, -0.144], [2.330, 0.748, 0.980], [1.138, 1.640, 1.283], [0.738, 2.312, 0.125], [-0.782, 3.008, -0.009], [-0.942, 3.602, -1.756], [-2.090, 1.745, 0.399], [-0.918, 4.434, 1.193], [3.116, -0.566, -1.026], [2.853, -1.527, -1.996], [1.699, -2.139, -2.134], [0.268, -4.621, 2.551], [-1.405, -4.560, 3.169], [-0.685, -3.130, 2.409], [-1.103, -1.397, -2.076], [-0.464, -3.051, -2.370], [-0.008, -0.611, 0.187], [2.580, 0.181, 1.882], [3.188, 1.369, 0.725], [0.315, 1.049, 1.705], [1.432, 2.351, 2.061], [-0.843, 4.685, -1.820], [-0.176, 3.144, -2.383], [-1.904, 3.295, -2.167], [-3.059, 2.235, 0.497], [-2.169, 1.035, -0.427], [-1.916, 1.172, 1.315], [-1.980, 4.659, 1.314], [-0.424, 5.323, 0.801], [-0.510, 4.218, 2.182], [4.093, -0.112, -0.962], [3.606, -1.830, -2.707], [-1.080, 0.133, -3.711]], "gap_ev": 5.5984, "e_tot_ha": -1505.65538, "fmax_ev_per_a": 0.84, "homo_energy_ev": -7.13}